(1)
ORCA calculation (the ωB97M-V functional and the def2-TZVPD basis) on a cluster of 7 separate species, C13H26F9N2O11S in total.

## Properties
molar mass = 589.403 g mol⁻¹
E = -2744.55256 hartree
frontier orbital gap = 1.9 eV
net charge = -3
LUMO = 0.1525 hartree
E_HOMO = 2.25 eV

Last column: Mulliken charge in e.
Positions of all 62 atoms, in Å:
1 N -4.57 -2.83 -1.26  -0.46
2 H -4.86 -3.39 -0.48  0.38
3 H -5.27 -2.17 -1.57  0.37
4 H -4.20 -3.52 -1.89  0.34
5 H -3.83 -2.26 -0.87  0.29
6 N 0.28 -0.28 -0.06  -0.71
7 H 0.02 0.48 -0.68  0.37
8 H 0.49 -1.08 -0.64  0.42
9 H -0.42 -0.57 0.60  0.38
10 H 1.15 -0.10 0.42  0.38
11 C -3.87 4.31 -4.67  0.55
12 F -5.16 4.73 -4.77  -0.23
13 F -3.52 3.88 -5.90  -0.22
14 F -3.05 5.34 -4.31  -0.23
15 S -3.71 2.91 -3.33  1.08
16 O -4.08 1.62 -4.01  -0.66
17 O -2.27 2.85 -2.95  -0.66
18 O -4.63 3.20 -2.19  -0.65
19 O -0.14 -4.22 -3.07  -0.90
20 C -0.35 -4.50 -4.48  -0.34
21 C -1.63 -5.37 -4.94  -0.48
22 O -2.97 -5.22 -4.51  -0.89
23 H 0.43 -5.10 -4.95  0.19
24 H -0.26 -3.60 -5.08  0.23
25 H -1.27 -6.40 -5.02  0.21
26 H -1.74 -5.17 -6.00  0.21
27 O -4.59 -5.26 2.39  -0.95
28 C -4.54 -4.56 3.66  -0.48
29 C -3.52 -3.32 3.84  -0.34
30 O -3.43 -2.26 2.86  -0.92
31 H -4.33 -5.31 4.43  0.22
32 H -5.55 -4.38 4.01  0.23
33 H -2.54 -3.76 3.98  0.17
34 H -3.90 -2.91 4.78  0.18
35 C 5.33 -0.76 -3.54  -1.05
36 C 5.63 -1.50 -2.32  -0.27
37 O 6.53 -0.80 -1.55  -0.23
38 C 6.04 0.04 -0.55  0.26
39 O 4.86 0.24 -0.20  -0.48
40 C 7.19 0.77 0.18  0.84
41 F 7.08 2.06 0.02  -0.24
42 F 7.19 0.50 1.52  -0.25
43 F 8.36 0.40 -0.28  -0.24
44 H 6.22 -0.76 -4.17  0.28
45 H 5.19 0.28 -3.25  0.28
46 H 4.45 -1.15 -4.06  0.37
47 H 5.98 -2.49 -2.64  0.28
48 H 4.77 -1.79 -1.72  0.39
49 C -1.39 3.87 4.23  -1.13
50 C -0.73 4.08 5.59  -0.17
51 O 0.39 4.95 5.47  -0.25
52 C 1.62 4.51 5.04  0.35
53 O 1.89 3.36 4.68  -0.50
54 C 2.70 5.56 5.06  0.82
55 F 3.74 5.16 5.86  -0.25
56 F 3.14 5.79 3.81  -0.24
57 F 2.35 6.79 5.54  -0.25
58 H -0.82 3.52 3.38  0.34
59 H -1.81 4.83 3.92  0.30
60 H -2.21 3.18 4.43  0.37
61 H -0.40 3.10 5.93  0.32
62 H -1.50 4.48 6.26  0.28

---

(2)
ORCA calculation (the ωB97M-V functional and the def2-TZVPD basis) on a structure of composition C13H26HfN5O11.

## Properties
molar mass = 606.865 g mol⁻¹
E = -1658.51655 hartree
frontier orbital gap = 1.8 eV
net charge = +3
LUMO = -0.5516 hartree
E_HOMO = -16.76 eV

Last column: Mulliken charge in e.
Positions of all 56 atoms, in Å:
1 Hf 3.12 3.23 0.81  1.67
2 C -0.23 0.41 0.35  -0.24
3 C 0.96 0.64 -0.57  0.25
4 O 1.77 1.70 -0.11  -0.15
5 H -1.05 -0.12 -0.15  -0.14
6 H -0.74 1.29 0.75  0.05
7 H -0.12 -0.22 1.24  0.04
8 H 0.52 0.90 -1.53  0.24
9 H 1.53 -0.28 -0.67  0.11
10 C -2.79 2.71 -1.86  -0.15
11 N -4.26 2.69 -1.64  0.87
12 O -4.76 1.90 -0.85  -0.55
13 O -4.89 3.26 -2.49  -0.47
14 H -2.59 3.74 -2.14  0.36
15 H -2.62 1.97 -2.64  0.20
16 H -2.21 2.42 -0.99  -0.17
17 C 3.04 -1.83 -3.09  -0.73
18 N 4.46 -2.20 -2.81  0.89
19 O 5.24 -2.27 -3.72  -0.47
20 O 4.77 -2.37 -1.63  -0.56
21 H 2.95 -0.78 -3.33  0.29
22 H 2.44 -2.19 -2.26  0.23
23 H 2.86 -2.36 -4.03  0.35
24 C 4.32 -1.15 1.53  -0.35
25 N 4.90 0.22 1.61  0.92
26 O 4.35 1.16 0.98  -0.67
27 O 5.73 0.42 2.44  -0.36
28 H 3.34 -1.14 2.00  0.32
29 H 5.02 -1.95 1.75  0.31
30 H 4.05 -1.32 0.48  -0.01
31 C -0.22 -1.77 4.17  -0.80
32 N -0.19 -2.50 2.87  0.87
33 O 0.88 -2.44 2.27  -0.46
34 O -1.11 -3.23 2.57  -0.51
35 H 0.79 -1.78 4.55  0.31
36 H -0.83 -2.26 4.93  0.35
37 H -0.64 -0.78 4.02  0.28
38 C -1.37 4.39 2.92  -0.78
39 N -0.76 4.09 1.63  0.61
40 O -1.45 4.03 0.63  -0.39
41 O 0.42 3.76 1.52  -0.45
42 H -2.44 4.26 2.79  0.34
43 H -1.08 5.42 3.13  0.31
44 H -1.05 3.71 3.71  0.36
45 C -1.49 -1.86 -2.52  0.01
46 C -1.24 -2.62 -1.36  -0.60
47 C -2.26 -2.74 -0.46  -0.29
48 C -3.52 -2.08 -0.67  -0.31
49 C -3.70 -1.24 -1.80  -0.33
50 C -2.71 -1.15 -2.74  -0.57
51 H -0.69 -1.70 -3.23  0.49
52 H -0.36 -3.25 -1.35  0.49
53 H -2.28 -3.41 0.39  0.54
54 H -4.27 -2.14 0.11  0.45
55 H -4.63 -0.70 -1.93  0.46
56 H -2.92 -0.50 -3.58  0.55

---

(3)
ORCA calculation (the ωB97M-V functional and the def2-TZVPD basis) on an isolated molecule of C13H26O2.

## Properties
molar mass = 214.349 g mol⁻¹
E = -661.37739 hartree
frontier orbital gap = 10.6 eV
structure (SMILES) = COC(OC)C(C)(C)CC1CCCCC1
energy relative to the best compared isomer or geometry (same formula, charge and spin) = 0.0 kJ/mol
LUMO = 0.0321 hartree
E_HOMO = -9.75 eV

Last column: Mulliken charge in e.
Positions of all 41 atoms, in Å:
1 C -3.94 0.21 1.77  -0.70
2 O -2.85 0.52 0.87  -0.35
3 C -1.69 0.96 1.58  -1.08
4 O -1.48 2.36 1.30  -0.32
5 C -2.43 3.23 1.88  -0.82
6 C -0.45 0.11 1.13  2.57
7 C -0.74 -1.42 1.39  -2.12
8 C 0.69 0.57 2.07  -1.83
9 C -0.14 0.36 -0.40  -2.12
10 C 0.82 -0.60 -1.21  1.36
11 C 2.19 -0.76 -0.54  -0.92
12 C 3.32 -1.33 -1.48  -0.78
13 C 2.73 -1.97 -2.75  -0.64
14 C 1.86 -0.94 -3.55  -0.66
15 C 0.99 -0.07 -2.68  -0.99
16 H -4.32 1.10 2.25  0.29
17 H -4.73 -0.24 1.19  0.29
18 H -3.57 -0.49 2.53  0.26
19 H -1.79 0.77 2.64  0.87
20 H -3.45 3.01 1.50  0.26
21 H -2.14 4.23 1.61  0.27
22 H -2.43 3.17 2.97  0.31
23 H -1.46 -1.84 0.72  0.36
24 H -1.02 -1.55 2.43  0.52
25 H 0.19 -1.99 1.22  0.41
26 H 1.00 1.58 1.79  0.40
27 H 1.58 -0.07 2.01  0.37
28 H 0.37 0.65 3.13  0.43
29 H -1.10 0.33 -0.95  0.45
30 H 0.20 1.39 -0.48  0.43
31 H 0.34 -1.58 -1.31  0.31
32 H 2.15 -1.39 0.35  0.12
33 H 2.52 0.19 -0.22  0.35
34 H 3.97 -0.48 -1.74  0.31
35 H 3.91 -2.06 -0.94  0.36
36 H 3.54 -2.31 -3.41  0.37
37 H 2.10 -2.86 -2.53  0.31
38 H 1.22 -1.50 -4.22  0.29
39 H 2.49 -0.31 -4.16  0.32
40 H 1.51 0.89 -2.56  0.35
41 H 0.04 0.13 -3.21  0.34

---

(4)
ORCA calculation (the ωB97M-V functional and the def2-TZVPD basis) on a cluster of 4 separate species, C13H26O5 in total.

## Properties
molar mass = 262.346 g mol⁻¹
E = -886.92941 hartree
frontier orbital gap = 9.5 eV
structure (SMILES) = CCOC(C)=O.CC(C)=O.CC(C)=O.CC(C)=O
energy relative to the best compared isomer or geometry (same formula, charge and spin) = 219.8 kJ/mol
LUMO = 0.0092 hartree
E_HOMO = -9.29 eV

Last column: Mulliken charge in e.
Positions of all 44 atoms, in Å:
1 C -2.02 -1.73 0.03  -0.94
2 C -1.44 -3.13 0.12  -0.15
3 O -2.45 -3.93 -0.54  -0.27
4 C -2.12 -5.29 -0.73  0.61
5 C -3.12 -6.02 -1.69  -0.96
6 O -1.16 -5.95 -0.23  -0.55
7 H -3.08 -1.72 0.31  0.38
8 H -1.87 -1.21 -0.98  0.06
9 H -1.32 -0.95 0.52  0.36
10 H -0.46 -3.22 -0.37  0.30
11 H -1.63 -3.41 1.19  0.24
12 H -2.92 -7.11 -1.61  0.30
13 H -3.39 -5.55 -2.63  0.33
14 H -4.15 -5.85 -1.19  0.26
15 C 1.18 -0.12 -1.39  -0.36
16 C 1.69 0.77 -0.39  0.64
17 C 1.95 2.33 -0.81  -0.80
18 O 1.92 0.42 0.87  -0.60
19 H 1.86 -0.31 -2.37  0.35
20 H 0.19 0.13 -1.66  -0.05
21 H 1.13 -1.21 -0.84  0.07
22 H 2.46 2.35 -1.66  0.42
23 H 2.37 2.88 0.07  0.16
24 H 0.90 2.61 -0.82  0.18
25 C 4.91 3.76 3.30  -0.93
26 C 5.35 2.42 3.70  0.79
27 C 4.40 1.27 3.90  -0.99
28 O 6.69 2.22 3.85  -0.61
29 H 3.86 3.80 3.02  0.28
30 H 5.60 4.29 2.55  0.30
31 H 5.16 4.31 4.15  0.31
32 H 3.80 1.44 4.63  0.43
33 H 4.87 0.31 4.11  0.32
34 H 3.70 1.16 3.02  0.12
35 C -3.68 2.91 -1.14  -1.21
36 C -2.65 2.24 -1.99  0.91
37 C -3.18 1.02 -2.85  -1.38
38 O -1.35 2.48 -2.02  -0.55
39 H -4.24 2.31 -0.44  0.35
40 H -4.51 3.54 -1.46  0.37
41 H -3.13 3.59 -0.39  0.31
42 H -2.59 0.52 -3.56  0.35
43 H -3.96 1.36 -3.37  0.54
44 H -3.54 0.25 -2.22  0.31